1.
{
  "formula": "C4H3N",
  "method": "the ωB97M-V functional and the def2-TZVPD basis",
  "multiplicity": 1,
  "total_charge": 0,
  "smiles": "C#CCC#N",
  "lumo_ha": 0.01945,
  "e_homo_ev": -10.6,
  "gap_ev": 11.09,
  "de_lowest_ev": 1.014,
  "energy_ev": -5683.49385,
  "max_force_ev_per_a": 1.77,
  "species": ["N", "C", "C", "H", "H", "H", "C", "C"],
  "xyz": [[-1.760, 1.259, -0.646], [0.672, 0.104, 0.054], [-0.540, -0.720, 0.166], [-0.465, -1.595, -0.481], [-0.690, -1.035, 1.200], [2.700, 1.095, -0.007], [1.704, 0.715, -0.012], [-1.620, 0.176, -0.273]]
}

=====

2.
{
  "formula": "C4H3N",
  "method": "the ωB97M-V functional and the def2-TZVPD basis",
  "multiplicity": 1,
  "total_charge": 0,
  "lumo_ha": -0.05924,
  "e_homo_ev": -9.2,
  "gap_ev": 7.58,
  "de_lowest_ev": 6.121,
  "energy_ev": -5678.38630,
  "max_force_ev_per_a": 5.28,
  "species": ["H", "C", "N", "C", "C", "H", "H", "C"],
  "xyz": [[-0.232, 1.983, 0.714], [-0.492, -1.320, 0.193], [0.591, -0.634, -0.275], [-0.409, 1.321, 0.014], [0.641, 0.675, -0.520], [-0.465, -2.475, 0.066], [1.498, 0.916, -1.173], [-1.132, -0.467, 0.982]]
}

=====

3.
{
  "formula": "C4H3N",
  "method": "the ωB97M-V functional and the def2-TZVPD basis",
  "multiplicity": 1,
  "total_charge": 0,
  "lumo_ha": -0.00181,
  "e_homo_ev": -9.4,
  "gap_ev": 9.32,
  "de_lowest_ev": 3.170,
  "energy_ev": -5681.33750,
  "max_force_ev_per_a": 3.40,
  "species": ["C", "H", "N", "C", "H", "C", "C", "H"],
  "xyz": [[-0.452, -0.228, -0.818], [-2.240, -0.678, -2.152], [0.525, -0.024, 2.585], [-1.394, -0.460, -1.531], [0.619, 1.293, 0.919], [0.679, 0.093, 0.014], [0.596, 0.000, 1.429], [1.666, 0.003, -0.445]]
}